# 1
ORCA calculation (wB97M-V/def2-TZVPD) on a structure of composition C31H23BeCl2N3O4P2 at a distorted geometry.

```
66
Properties=species:S:1:pos:R:3
Be -0.080 0.000 -0.069
O 0.661 1.015 -1.159
P 1.118 0.438 -2.443
C 0.082 -0.957 -3.016
P -0.008 -2.162 -1.634
O 0.439 -1.575 -0.345
C 1.106 -3.528 -2.045
C 1.927 -4.017 -1.038
C 2.731 -5.117 -1.276
C 2.711 -5.729 -2.518
C 1.900 -5.235 -3.528
C 1.091 -4.140 -3.293
C -1.701 -2.787 -1.660
C -2.372 -2.946 -0.456
C -3.681 -3.393 -0.463
C -4.301 -3.706 -1.661
C -3.619 -3.572 -2.860
C -2.319 -3.107 -2.865
C 2.825 -0.136 -2.318
C 3.632 -0.176 -3.448
C 4.957 -0.544 -3.326
C 5.470 -0.881 -2.083
C 4.665 -0.837 -0.957
C 3.341 -0.452 -1.067
C 1.002 1.656 -3.775
C 1.169 2.988 -3.421
C 1.105 3.972 -4.389
C 0.874 3.626 -5.710
C 0.700 2.298 -6.065
C 0.770 1.308 -5.101
H 0.526 -1.415 -3.900
H -0.920 -0.571 -3.235
H 1.920 -3.521 -0.077
H 3.369 -5.498 -0.492
H 3.328 -6.594 -2.704
H 1.898 -5.709 -4.499
H 0.452 -3.773 -4.083
H -1.876 -2.677 0.465
H -4.214 -3.492 0.470
H -5.325 -4.047 -1.667
H -4.102 -3.827 -3.792
H -1.798 -2.987 -3.805
H 3.222 0.098 -4.410
H 5.593 -0.562 -4.197
H 6.506 -1.165 -1.993
H 5.070 -1.094 0.010
H 2.702 -0.387 -0.199
H 1.332 3.226 -2.379
H 1.227 5.009 -4.114
H 0.821 4.390 -6.469
H 0.502 2.033 -7.092
H 0.634 0.276 -5.393
Cl -3.668 2.453 -0.386
C -3.894 0.715 -0.135
Cl -4.248 -0.078 -1.670
C -2.590 0.125 0.454
O -2.597 -0.263 1.596
O -1.623 0.091 -0.375
H -4.731 0.567 0.550
N 0.448 0.427 1.401
C 0.717 0.658 2.521
C 1.075 0.947 3.781
C 1.001 2.272 4.242
N 0.970 3.350 4.638
C 1.535 -0.048 4.657
N 1.936 -0.835 5.393
```

Computed properties:
Gap between HOMO and LUMO in Eh: 0.2669
Maximum force in hartree/bohr: 0.0607
Total charge: 0
DFT total energy in eV: -89210.942

Atomic partial charges in e from the natural (NBO) method, atoms 1 to 2: Be 1.682; O -1.179

# 2
ORCA calculation (wB97M-V/def2-TZVPD) on a cluster of 11 separate species, C44H88O23 in total at a distorted geometry.

```
155
Properties=species:S:1:pos:R:3
C 0.243 -8.037 -4.992
C 0.165 -6.575 -4.675
O -1.055 -6.268 -3.954
C -0.934 -6.208 -2.640
O -0.075 -6.716 -2.000
O -1.949 -5.521 -2.154
C -1.803 -5.168 -0.818
H 1.220 -8.374 -5.340
H -0.439 -8.262 -5.822
H -0.091 -8.708 -4.201
H -0.021 -6.029 -5.604
H 1.035 -6.107 -4.223
H -0.944 -4.533 -0.617
H -1.642 -6.075 -0.229
H -2.699 -4.672 -0.477
C 1.526 -1.613 -3.162
C 0.541 -2.728 -3.325
O -0.429 -2.690 -2.270
C -1.559 -2.055 -2.444
O -1.907 -1.502 -3.424
O -2.209 -2.155 -1.293
C -3.320 -1.316 -1.077
H 1.887 -1.455 -2.160
H 1.024 -0.701 -3.500
H 2.383 -1.805 -3.810
H 1.021 -3.704 -3.218
H 0.108 -2.741 -4.327
H -3.741 -0.857 -1.963
H -3.079 -0.518 -0.362
H -4.078 -1.857 -0.502
C -0.414 4.066 -0.006
C 0.936 3.453 -0.276
O 0.762 2.103 -0.696
C 0.780 1.184 0.276
O 1.129 1.367 1.409
O 0.379 0.048 -0.302
C 0.203 -1.104 0.500
H -0.902 4.479 -0.875
H -0.364 4.818 0.787
H -0.994 3.308 0.533
H 1.563 3.561 0.606
H 1.437 3.957 -1.098
H 0.981 -1.106 1.263
H 0.220 -2.018 -0.074
H -0.722 -1.081 1.083
C -0.029 11.565 -1.477
C -0.442 10.446 -2.403
O 0.716 9.813 -2.897
C 0.913 8.527 -2.654
O 0.175 7.849 -2.048
O 2.077 8.223 -3.192
C 2.621 6.938 -3.184
H 0.586 11.186 -0.650
H -0.812 12.148 -0.998
H 0.643 12.244 -2.012
H -1.090 10.855 -3.183
H -1.103 9.754 -1.872
H 2.797 6.604 -4.211
H 2.113 6.152 -2.631
H 3.646 6.986 -2.798
C -6.650 -5.134 1.367
C -5.648 -5.285 2.503
O -4.437 -4.591 2.181
C -4.023 -3.620 3.016
O -4.634 -3.213 3.960
O -2.806 -3.218 2.613
C -2.335 -1.937 3.016
H -6.427 -5.818 0.547
H -6.576 -4.117 0.976
H -7.680 -5.313 1.666
H -5.391 -6.338 2.666
H -6.044 -4.965 3.467
H -1.293 -2.001 3.312
H -2.956 -1.335 3.675
H -2.342 -1.309 2.112
C 0.081 7.780 1.678
C -1.389 7.672 2.024
O -1.975 6.529 1.456
C -3.228 6.335 1.815
O -3.836 6.901 2.686
O -3.702 5.375 1.019
C -5.107 5.048 1.113
H 0.504 8.602 2.251
H 0.256 7.895 0.606
H 0.649 6.880 1.945
H -1.894 8.548 1.600
H -1.539 7.738 3.102
H -5.181 4.028 1.488
H -5.508 5.074 0.094
H -5.676 5.784 1.675
C -0.319 -5.915 2.324
C 0.349 -4.611 2.011
C 1.835 -4.994 2.279
O 1.942 -6.379 1.990
C 0.667 -7.001 1.861
H -1.381 -6.018 2.077
H -0.325 -6.056 3.417
H 0.047 -3.768 2.635
H 0.238 -4.257 0.983
H 2.213 -4.804 3.284
H 2.432 -4.467 1.526
H 0.504 -7.869 2.494
H 0.535 -7.252 0.805
C 4.074 3.686 -3.119
C 5.436 4.104 -3.659
C 5.742 2.933 -4.604
O 5.112 1.803 -4.071
C 4.245 2.188 -2.999
H 3.263 3.965 -3.806
H 3.756 4.200 -2.207
H 6.127 4.110 -2.810
H 5.453 5.083 -4.131
H 6.825 2.833 -4.674
H 5.336 3.192 -5.587
H 4.730 1.901 -2.060
H 3.294 1.669 -3.098
C 4.513 -4.266 0.122
C 3.905 -5.475 -0.627
C 2.612 -4.907 -1.246
O 2.855 -3.533 -1.368
C 3.518 -3.135 -0.180
H 5.510 -4.006 -0.229
H 4.561 -4.425 1.199
H 3.713 -6.235 0.133
H 4.513 -5.891 -1.422
H 1.689 -5.195 -0.715
H 2.458 -5.354 -2.234
H 2.781 -2.916 0.609
H 4.016 -2.174 -0.342
C -3.887 2.140 3.359
C -5.037 1.127 3.188
C -4.877 0.636 1.731
O -3.492 0.778 1.456
C -3.011 1.972 2.099
H -3.303 1.818 4.230
H -4.203 3.161 3.555
H -6.047 1.546 3.267
H -5.009 0.340 3.937
H -5.454 1.252 1.023
H -5.162 -0.414 1.635
H -3.302 2.773 1.391
H -1.932 1.970 2.191
C 3.205 -1.249 4.730
C 4.558 -1.105 4.053
C 4.185 -0.343 2.774
O 2.990 -0.998 2.368
C 2.272 -1.443 3.503
H 2.957 -0.350 5.281
H 3.197 -2.161 5.323
H 4.976 -2.074 3.785
H 5.303 -0.516 4.600
H 5.017 -0.442 2.080
H 3.879 0.686 3.001
H 1.834 -2.427 3.318
H 1.371 -0.813 3.596
```

Computed properties:
Gap between HOMO and LUMO in Eh: 0.3613
SMILES string: CCOC(=O)OC.CCOC(=O)OC.CCOC(=O)OC.CCOC(=O)OC.CCOC(=O)OC.CCOC(=O)OC.C1CCOC1.C1CCOC1.C1CCOC1.C1CCOC1.C1CCOC1
Maximum force in hartree/bohr: 0.0595
Total charge: 0
DFT total energy in eV: -94144.837

Atomic partial charges in e from the Löwdin method, atoms 1 to 2: C -0.066; C -0.203

# 3
ORCA calculation (wB97M-V/def2-TZVPD) on the molecule C3H7ClN2O at a distorted geometry.

```
14
Properties=species:S:1:pos:R:3
N -1.196 -1.395 0.485
N -1.721 -0.551 -0.594
C -1.188 0.523 -0.692
O -0.527 1.315 0.180
C 0.752 0.872 0.662
C 1.140 -0.083 -0.439
Cl 2.954 -0.398 -0.187
H -1.837 -2.167 0.455
H -0.997 -0.926 1.478
H -1.209 1.146 -1.723
H 0.706 0.544 1.755
H 1.443 1.759 0.717
H 0.409 -1.040 -0.627
H 1.271 0.402 -1.470
```

Computed properties:
Gap between HOMO and LUMO in Eh: 0.3848
SMILES string: N/N=C\OCCCl
Maximum force in hartree/bohr: 0.1524
Total charge: 0
DFT total energy in eV: -20771.035

Atomic partial charges in e from the natural (NBO) method, atoms 1 to 2: N -0.719; N -0.310

# 4
ORCA calculation (wB97M-V/def2-TZVPD) on the molecule C26H17N3O2S at a distorted geometry.

```
49
Properties=species:S:1:pos:R:3
O 1.747 -0.199 -3.110
C 0.899 0.458 -2.468
N 1.223 1.283 -1.377
C 2.376 1.276 -0.684
C 3.659 1.532 -1.183
C 4.794 1.586 -0.315
C 4.481 1.372 1.036
C 3.179 1.267 1.501
C 2.943 1.008 2.974
N 1.872 1.497 3.622
C 1.827 1.002 4.920
C 0.922 1.336 5.976
C 1.099 0.674 7.257
C 2.147 -0.252 7.394
N 3.089 -0.463 6.369
C 2.882 0.125 5.201
S 4.041 0.018 3.894
C 2.081 1.140 0.579
C -0.551 0.050 -2.633
C -1.474 1.170 -2.432
C -1.731 2.156 -3.474
C -2.597 3.263 -3.232
C -2.977 3.444 -1.914
C -2.678 2.547 -0.902
C -1.870 1.435 -1.138
O -1.850 0.547 -0.167
C -1.471 -0.740 -0.536
C -1.654 -1.759 0.392
C -1.312 -3.073 0.060
C -0.614 -3.449 -1.077
C -0.389 -2.417 -2.023
C -0.782 -1.132 -1.687
H 0.387 1.546 -0.816
H 3.724 1.803 -2.222
H 5.875 1.907 -0.600
H 5.241 1.521 1.789
H 0.183 2.071 5.773
H 0.184 0.809 7.924
H 2.172 -0.935 8.227
H 1.108 0.868 0.932
H -0.788 -0.447 -3.545
H -1.432 1.965 -4.515
H -2.907 3.822 -4.048
H -3.835 4.171 -1.790
H -3.235 2.811 0.032
H -2.248 -1.577 1.334
H -1.567 -3.899 0.787
H -0.258 -4.477 -1.214
H 0.010 -2.730 -2.940
```

Computed properties:
Gap between HOMO and LUMO in Eh: 0.3108
SMILES string: O=C(Nc1cccc(-c2nc3cccnc3s2)c1)C1c2ccccc2Oc2ccccc21
Maximum force in hartree/bohr: 0.1333
Total charge: 0
DFT total energy in eV: -46636.411

Atomic partial charges in e from the natural (NBO) method, atoms 1 to 2: O -0.603; C 0.695

# 5
ORCA calculation (wB97M-V/def2-TZVPD) on the molecule C6H10O.

```
17
Properties=species:S:1:pos:R:3
C -2.402 0.038 -0.712
O -1.603 -0.143 0.468
C -0.293 -0.112 0.475
C 2.047 -0.028 -0.401
C 0.232 -0.612 1.791
C 0.571 0.332 -0.539
C 0.012 1.227 -1.455
H -1.944 -0.477 -1.559
H -3.366 -0.398 -0.439
H -2.467 1.095 -0.960
H 2.212 -1.110 -0.303
H 2.537 0.454 0.458
H 2.569 0.299 -1.304
H 1.014 0.051 2.173
H 0.682 -1.602 1.655
H -0.578 -0.689 2.519
H 0.850 1.709 -2.001
```

Computed properties:
Gap between HOMO and LUMO in Eh: 0.2866
Maximum force in hartree/bohr: 0.0093
Total charge: 0
DFT total energy in eV: -8427.576

Atomic partial charges in e from the natural (NBO) method, atoms 1 to 2: C -0.255; O -0.458

# 6
ORCA calculation (wB97M-V/def2-TZVPD) on a structure of composition C38H26AgBr2F2N5O at a distorted geometry.

```
75
Properties=species:S:1:pos:R:3
Ag -0.184 -1.747 0.329
Br 0.921 5.239 -5.804
C 2.194 4.898 -4.419
C 2.685 5.954 -3.671
C 3.594 5.707 -2.659
C 4.022 4.401 -2.356
C 3.482 3.349 -3.135
C 2.594 3.595 -4.161
N 5.056 4.227 -1.474
N 5.282 3.144 -0.819
C 4.324 2.263 -0.479
C 4.775 0.966 -0.139
C 3.929 -0.094 -0.031
C 2.516 0.024 -0.246
O 1.807 -0.993 -0.334
C 1.996 1.405 -0.333
N 0.665 1.570 -0.256
C 0.187 2.796 -0.193
C 0.989 3.935 -0.158
C 2.350 3.785 -0.268
C 2.892 2.500 -0.410
H 2.351 6.963 -3.876
H 3.985 6.529 -2.072
H 3.798 2.334 -2.934
H 2.203 2.779 -4.753
H 5.847 0.822 -0.070
H 4.318 -1.087 0.156
H -0.891 2.901 -0.135
H 0.539 4.912 -0.036
H 3.003 4.645 -0.211
F -5.557 -3.307 -0.279
C -4.255 -3.703 -0.173
C -3.241 -2.779 -0.243
C -1.887 -3.152 -0.185
C -1.620 -4.548 -0.032
C -2.694 -5.429 0.107
F -2.522 -6.769 0.366
C -4.015 -5.047 0.026
C -0.208 -5.009 -0.034
C 0.200 -6.354 0.018
C 1.546 -6.667 0.055
C 2.488 -5.651 -0.004
C 2.010 -4.354 -0.107
N 0.723 -4.050 -0.108
H -3.517 -1.737 -0.363
H -4.816 -5.767 0.122
H -0.518 -7.155 0.036
H 1.858 -7.703 0.130
H 3.551 -5.856 0.036
H 2.687 -3.508 -0.194
N -2.445 0.407 -0.305
C -3.538 1.217 -0.184
C -3.948 2.046 -1.240
C -5.094 2.813 -1.133
C -5.863 2.786 0.024
C -5.460 1.975 1.079
C -4.316 1.204 0.984
H -1.990 0.058 0.532
H -1.794 0.584 -1.051
H -3.349 2.076 -2.144
H -5.392 3.442 -1.964
H -6.758 3.390 0.104
H -6.049 1.941 1.987
H -4.007 0.573 1.810
Br 0.003 -1.118 7.295
C -0.079 -1.188 5.369
C -1.256 -0.856 4.729
C -1.301 -0.941 3.338
C -0.214 -1.335 2.542
C 0.949 -1.646 3.269
C 1.036 -1.583 4.658
H -2.124 -0.542 5.297
H -2.251 -0.692 2.868
H 1.845 -1.951 2.733
H 1.956 -1.837 5.173
```

Computed properties:
Gap between HOMO and LUMO in Eh: 0.1805
Maximum force in hartree/bohr: 0.0252
Total charge: -2
DFT total energy in eV: -198843.807

Atomic partial charges in e from the Löwdin method, atoms 1 to 2: Ag 0.666; Br 0.648